Molecular formula: C28H64BNaO16Ti
Method: DFT, ωB97M-V/def2-TZVPD

Cartesian coordinates (Å):
Na: 10.886 8.629 25.234
Ti: 5.712 4.829 18.220
O: 8.676 1.288 19.955
C: 8.648 2.351 20.475
O: 9.595 2.963 21.163
B: 9.302 4.418 21.119
O: 7.970 4.569 20.537
C: 7.474 3.362 20.276
O: 6.349 3.175 19.886
O: 10.351 5.161 20.432
C: 10.639 6.248 21.115
O: 11.400 7.110 20.792
C: 10.030 6.056 22.518
O: 9.357 4.934 22.523
O: 10.171 6.823 23.427
C: 10.453 3.109 26.010
C: 9.071 2.749 25.423
C: 8.045 3.837 25.664
O: 9.277 2.539 24.012
H: 10.724 4.068 25.564
H: 11.152 2.302 25.824
H: 10.391 3.319 27.083
H: 8.671 1.804 25.792
H: 7.216 3.621 24.980
H: 8.459 4.836 25.509
H: 7.553 3.843 26.638
H: 9.128 3.412 23.618
C: 5.571 -0.997 19.162
C: 6.390 -2.047 19.900
C: 6.048 -3.457 19.494
O: 7.791 -1.830 19.590
H: 4.533 -1.263 19.375
H: 5.930 -1.092 18.138
H: 5.697 0.019 19.539
H: 6.457 -1.983 20.994
H: 4.969 -3.635 19.529
H: 6.496 -4.267 20.068
H: 6.344 -3.647 18.457
H: 7.980 -0.886 19.575
C: 14.664 4.790 26.041
C: 14.034 6.076 25.553
C: 13.361 5.927 24.184
O: 13.036 6.536 26.485
H: 13.915 4.059 26.351
H: 15.222 5.047 26.946
H: 15.306 4.337 25.289
H: 14.809 6.846 25.445
H: 14.023 6.209 23.366
H: 12.527 6.629 24.124
H: 12.981 4.909 24.091
H: 13.521 7.101 27.098
C: 7.626 7.783 15.703
C: 7.587 6.892 16.940
C: 8.748 7.253 17.866
O: 6.232 6.991 17.459
H: 7.074 8.706 15.912
H: 7.020 7.386 14.882
H: 8.602 8.015 15.282
H: 7.748 5.881 16.554
H: 8.763 8.340 17.995
H: 9.694 6.997 17.397
H: 8.593 6.769 18.832
H: 6.193 7.818 17.959
C: 13.591 1.847 21.520
C: 12.878 1.583 22.843
C: 13.853 1.442 23.956
O: 12.030 2.731 23.067
H: 13.929 2.887 21.484
H: 13.002 1.802 20.594
H: 14.409 1.171 21.249
H: 12.185 0.738 22.773
H: 14.235 2.450 24.155
H: 14.760 0.865 23.756
H: 13.547 0.999 24.907
H: 11.252 2.599 22.513
C: 12.672 7.620 17.824
C: 13.380 7.144 16.553
C: 14.282 5.953 16.777
O: 12.362 6.791 15.605
H: 13.347 7.669 18.681
H: 11.961 6.828 18.091
H: 12.041 8.504 17.757
H: 13.982 7.990 16.214
H: 15.087 6.315 17.438
H: 14.908 5.771 15.900
H: 13.888 5.044 17.224
H: 12.198 5.848 15.668
C: 2.967 1.453 18.266
C: 3.994 2.012 17.304
C: 3.869 1.333 15.915
O: 3.839 3.412 17.085
H: 3.032 0.379 18.056
H: 1.933 1.741 18.090
H: 3.288 1.560 19.301
H: 5.012 1.835 17.657
H: 4.575 1.768 15.210
H: 2.853 1.569 15.572
H: 3.901 0.246 15.862
H: 3.077 3.642 16.545
C: 10.707 10.449 20.316
C: 11.505 10.714 21.576
C: 11.048 12.038 22.186
O: 11.423 9.638 22.509
H: 9.626 10.537 20.432
H: 11.010 9.580 19.725
H: 10.943 11.198 19.546
H: 12.568 10.802 21.321
H: 11.727 12.329 22.992
H: 10.052 11.989 22.630
H: 11.069 12.811 21.421
H: 11.311 8.823 21.988

Forces on the atoms, in the same order (eV/Å):
0.2 -0.5 -0.8
-0.6 0.1 0.0
0.0 -0.7 0.1
-0.5 0.1 -0.2
-0.4 0.7 -0.6
1.1 -0.8 1.0
-0.3 -0.4 -0.1
0.8 0.7 0.3
-0.2 0.1 -0.8
-0.6 0.2 -0.7
0.9 -0.8 0.4
-0.2 0.6 0.0
-0.2 0.3 -0.2
-0.4 0.5 -0.3
0.0 0.5 0.8
-1.2 0.1 0.5
1.0 0.0 0.1
-0.8 -0.2 -0.2
-0.8 0.4 0.3
0.5 -0.2 -0.3
0.3 0.2 -0.2
-0.1 -0.3 0.1
0.2 -0.1 0.2
0.1 0.4 -0.2
0.0 0.0 -0.3
0.5 -0.2 0.2
0.3 -0.4 0.0
-0.2 -0.8 1.1
2.1 0.4 0.7
-0.5 -0.6 -0.7
0.1 -0.4 -0.6
-0.2 0.1 -0.8
-0.7 0.2 -0.3
0.4 0.0 0.0
-1.2 0.2 0.0
0.0 0.2 0.1
0.3 0.4 0.3
0.0 0.2 0.0
-0.1 0.0 0.2
0.0 0.3 0.7
-0.1 0.0 -1.2
-0.1 0.1 0.5
0.1 0.7 0.1
-0.2 0.1 -0.3
0.3 -0.3 -0.1
0.1 0.1 0.0
-0.1 0.0 0.2
0.1 -0.4 0.0
-0.1 -0.1 0.0
-0.1 0.1 -0.4
-0.2 -0.2 0.3
-1.1 0.4 -0.7
1.2 0.6 -2.0
-1.3 0.3 0.3
0.8 -1.0 0.9
0.5 0.2 0.2
0.2 -0.4 0.1
0.2 -0.1 0.4
-0.5 -0.3 0.5
0.0 0.0 0.2
0.0 -0.3 0.1
0.4 0.0 0.0
-0.3 -0.1 0.0
0.3 0.0 -1.3
-1.0 0.1 -1.3
1.4 0.4 1.2
0.4 0.0 0.4
0.4 -0.1 0.4
-0.7 -0.2 0.5
0.2 0.1 0.6
0.4 -0.3 0.0
-0.1 0.0 0.2
-0.2 -0.1 -0.7
-0.8 0.3 -0.2
-0.1 0.0 0.2
-0.3 -1.4 0.6
-1.1 -0.2 0.6
2.1 1.2 0.5
0.1 0.8 -0.5
0.1 0.4 -0.1
0.1 0.0 0.1
0.4 0.3 -0.4
-0.1 -0.2 -0.7
-0.3 -0.2 0.4
-0.6 -0.5 -0.4
-0.4 0.1 -0.2
0.1 -0.1 0.1
0.9 -1.2 0.0
-0.7 -1.1 -1.5
-0.7 0.6 0.1
1.3 1.2 0.9
-0.3 0.0 0.4
0.1 0.4 0.0
-0.4 0.3 0.1
-0.1 0.3 0.3
0.1 -0.1 0.0
0.1 0.1 -0.2
0.4 0.0 0.5
-0.1 -0.3 0.0
0.3 0.5 -1.5
0.1 0.4 -0.4
0.5 -0.4 0.6
-0.6 -0.3 0.5
0.0 -0.4 0.3
-0.3 -0.6 0.7
0.0 0.4 0.5
-0.1 0.1 -0.2
0.0 0.1 -0.1
-0.1 -0.2 -0.3
0.0 0.1 0.0
0.2 0.0 0.2

The HOMO energy (spin up / spin down) comes out at -8.567 / -11.090 eV. Its spin multiplicity is 4. The calculation puts the total energy at -91039.6718 eV. The orbital gap (spin up / spin down) comes out at 0.196 / 0.288 Ha. The total charge is +1. Its expectation value of S² is 3.75.

Molecular formula: C28H64ClNO10P
Method: DFT, ωB97M-V/def2-TZVPD

Cartesian coordinates (Å):
C: 0.000 -1.150 -3.304
C: -0.288 -2.578 -3.888
O: -1.011 -3.447 -3.001
C: -2.359 -3.545 -3.334
O: -2.758 -3.789 -4.436
C: -3.357 -3.366 -2.131
C: -4.768 -3.983 -2.402
C: -5.613 -3.213 -3.490
N: -5.631 -1.767 -3.183
C: -6.335 -0.977 -4.215
C: -5.698 -1.071 -5.656
O: -4.479 -0.895 -5.802
O: -6.498 -1.335 -6.646
P: -6.374 0.828 -3.582
O: -5.589 0.750 -2.067
Cl: -5.167 2.037 -4.834
H: 0.631 -1.241 -2.382
H: -0.934 -0.581 -3.075
H: 0.638 -0.620 -4.068
H: -0.741 -2.455 -4.901
H: 0.718 -3.062 -4.058
H: -2.895 -3.974 -1.294
H: -3.389 -2.315 -1.751
H: -4.766 -5.075 -2.643
H: -5.348 -3.883 -1.435
H: -6.677 -3.596 -3.393
H: -5.258 -3.465 -4.518
H: -6.223 -1.691 -2.346
H: -7.422 -1.283 -4.323
H: -6.108 1.256 -1.421
C: 1.663 -2.286 2.790
C: 2.012 -2.664 1.361
O: 2.009 -1.565 0.466
C: 2.927 -0.522 0.743
C: 4.379 -0.966 0.718
H: 0.712 -1.752 2.825
H: 1.590 -3.180 3.414
H: 2.421 -1.633 3.229
H: 1.261 -3.364 0.988
H: 2.973 -3.189 1.316
H: 2.678 -0.039 1.695
H: 2.779 0.231 -0.034
H: 4.597 -1.677 1.519
H: 5.042 -0.108 0.844
H: 4.614 -1.459 -0.228
C: 2.226 3.755 -0.744
C: 3.123 3.840 0.478
O: 4.456 3.413 0.234
C: 5.185 4.144 -0.737
C: 5.362 5.612 -0.389
H: 2.247 2.750 -1.168
H: 1.197 4.006 -0.479
H: 2.546 4.446 -1.527
H: 2.724 3.179 1.252
H: 3.119 4.850 0.902
H: 4.726 4.027 -1.725
H: 6.170 3.676 -0.796
H: 4.407 6.142 -0.379
H: 6.007 6.103 -1.121
H: 5.807 5.722 0.603
C: -0.559 0.782 3.718
C: -1.758 1.636 4.089
O: -2.971 0.907 4.177
C: -3.013 -0.127 5.146
C: -2.811 0.361 6.569
H: -0.752 0.227 2.798
H: 0.325 1.407 3.575
H: -0.328 0.052 4.497
H: -1.910 2.389 3.312
H: -1.577 2.186 5.020
H: -2.292 -0.913 4.894
H: -4.003 -0.580 5.066
H: -1.808 0.768 6.718
H: -2.946 -0.459 7.277
H: -3.523 1.155 6.809
C: 2.418 -5.909 5.172
C: 1.572 -5.054 6.100
O: 0.236 -4.887 5.658
C: -0.538 -6.069 5.533
C: -0.709 -6.826 6.839
H: 2.385 -5.519 4.153
H: 3.455 -5.928 5.511
H: 2.060 -6.941 5.138
H: 2.007 -4.053 6.148
H: 1.588 -5.448 7.123
H: -0.121 -6.717 4.755
H: -1.521 -5.754 5.178
H: 0.242 -7.219 7.205
H: -1.387 -7.671 6.703
H: -1.112 -6.171 7.614
C: 3.578 7.658 -4.516
C: 3.194 6.202 -4.318
O: 1.849 6.018 -3.914
C: 0.851 6.482 -4.811
C: 0.887 5.803 -6.168
H: 3.353 8.239 -3.619
H: 4.645 7.744 -4.736
H: 3.030 8.110 -5.345
H: 3.813 5.779 -3.523
H: 3.404 5.614 -5.219
H: 0.909 7.571 -4.914
H: -0.109 6.268 -4.336
H: 1.805 6.037 -6.712
H: 0.044 6.129 -6.780
H: 0.843 4.717 -6.056

Forces on the atoms, in the same order (eV/Å):
0.3 -0.6 0.1
1.8 0.7 -0.8
-1.1 1.0 -0.4
-1.4 0.2 0.8
0.7 0.0 0.2
1.1 -1.5 0.4
-0.7 1.1 0.1
-0.5 -0.8 0.4
-0.4 -0.6 -0.5
0.5 0.2 0.0
-0.5 -0.7 -3.2
-0.2 0.0 1.3
0.5 0.5 2.7
-1.0 0.3 0.6
-0.2 -0.2 -1.1
0.0 -0.8 0.7
-0.7 0.1 -0.6
0.8 -0.4 -0.3
-0.9 -0.3 0.7
-0.1 -0.4 1.0
-1.0 0.3 0.2
-0.4 0.7 -0.7
0.0 -0.8 -0.7
0.4 0.9 0.1
0.6 -0.1 -0.8
0.9 0.0 -0.3
-0.1 0.7 0.8
0.6 0.1 -0.2
0.9 0.5 0.1
0.2 0.0 -0.6
0.2 0.2 0.1
0.0 0.0 0.0
-0.1 0.0 -0.2
0.1 0.0 0.0
0.1 -0.2 0.1
0.0 -0.1 0.0
-0.1 0.0 0.0
0.0 -0.1 0.0
0.0 0.2 -0.2
0.0 0.0 0.1
0.1 0.0 0.1
-0.2 -0.1 0.0
0.0 0.1 0.0
-0.1 0.0 0.0
0.0 0.1 0.0
0.2 0.1 -0.2
-0.2 0.0 -0.1
0.1 -0.2 0.2
0.0 0.0 0.0
-0.2 0.1 0.1
-0.1 0.0 0.1
0.0 0.0 0.0
-0.1 0.0 0.0
0.2 -0.1 0.0
0.0 0.0 -0.1
0.0 0.1 0.0
-0.1 -0.1 0.1
0.1 0.0 -0.1
0.0 0.0 0.0
0.0 0.0 -0.1
0.0 -0.2 0.1
0.1 0.0 0.0
-0.2 0.1 -0.1
0.0 0.0 0.0
0.2 0.2 0.0
0.0 0.1 0.0
0.0 0.0 0.0
0.1 0.1 0.0
-0.2 -0.1 0.0
0.1 0.0 0.0
0.1 0.0 0.1
0.0 0.1 -0.2
0.0 -0.1 0.0
0.0 0.0 0.0
0.0 -0.1 0.0
-0.1 -0.2 0.0
0.1 0.0 0.0
-0.1 0.2 0.0
-0.1 -0.1 0.0
0.2 0.0 0.1
0.0 0.0 0.0
0.0 0.0 0.0
0.1 0.0 0.0
-0.2 0.0 0.0
0.0 -0.1 0.0
0.0 -0.1 0.1
0.1 0.2 0.0
-0.1 -0.1 0.0
0.0 0.1 0.0
0.0 0.0 -0.1
-0.1 0.1 -0.1
0.0 0.0 0.0
0.0 -0.1 0.2
-0.1 0.0 -0.1
0.2 0.0 -0.1
0.1 -0.1 0.0
0.0 0.0 0.0
0.1 0.0 0.0
-0.2 -0.1 0.0
0.0 0.1 0.0
0.0 0.0 -0.1
0.2 0.0 0.1
-0.1 0.0 0.0
0.0 0.0 0.1
-0.1 0.1 0.0

The HOMO energy comes out at -4.133 eV. The calculation puts the total energy at -73849.5392 eV. The orbital gap comes out at 0.222 Ha. The total charge is -1.

- Which value of total charge does entry 2 give?
  -1

- What is the total charge in the first record?
  +1

- The highest total charge belongs to which entry?
  C28H64BNaO16Ti